99
Properties=species:S:1:pos:R:3:mulliken_charge:R:1 method="wB97M-V/def2-TZVPD" gap_ev=9.099 e_tot_ev=-93333.375 lumo_energy_ev=0.068
C -24.8843 -36.2775 10.5917 -1.05
C -23.9624 -37.2996 9.7643 0.56
O -24.3186 -38.2355 9.1414 -0.49
N -22.4828 -36.8801 9.6204 0.81
H -22.2754 -36.4681 8.6059 -0.18
H -22.2893 -36.2622 10.3236 0.37
C -21.6824 -38.0859 9.5463 -0.71
H -24.9030 -36.4043 11.5671 0.45
H -25.8729 -36.7621 10.2481 0.09
H -24.6956 -35.3104 10.2170 0.29
H -20.5691 -37.6894 9.4432 -0.01
H -21.9904 -38.6900 8.7899 0.46
H -21.8636 -38.7031 10.5504 0.28
C -18.5512 -35.3382 10.5686 -1.41
C -18.8909 -34.6246 9.3102 0.83
O -18.0197 -34.4238 8.5041 -0.51
N -20.2919 -34.1870 9.1845 0.33
H -21.0150 -34.6562 8.4900 0.09
H -21.0671 -34.4690 10.0937 0.42
C -20.4756 -32.6836 8.7727 -1.08
H -18.8348 -34.8141 11.4113 0.60
H -17.3968 -35.4113 10.9128 0.27
H -18.9840 -36.2263 10.6505 0.25
H -19.7931 -32.7840 7.9668 0.46
H -20.0206 -32.0224 9.4948 0.33
H -21.4060 -32.4243 8.5513 0.37
O -22.2125 -34.7460 11.0625 -1.08
H -22.9046 -33.9455 10.8906 0.20
O -21.8190 -35.4185 7.5088 -1.04
H -22.6189 -35.1181 6.8040 0.08
F -29.0924 -34.9829 7.5392 -0.33
C -28.9199 -35.6094 8.6566 0.62
C -29.2018 -35.0245 9.8305 -0.85
C -28.9961 -35.8394 10.9843 0.01
C -28.6836 -37.1418 10.8937 -0.13
C -28.6586 -37.7391 9.6054 -0.49
C -28.6309 -36.9967 8.4445 -0.59
H -29.6901 -34.0145 10.0467 0.31
H -29.4431 -35.4846 11.8836 0.43
H -28.4397 -37.7107 11.8072 0.20
H -28.3564 -38.8574 9.4687 0.20
H -28.3519 -37.4828 7.5297 0.61
F -25.3305 -35.7093 14.1580 -0.30
C -26.3049 -36.5818 14.3515 0.19
C -27.6635 -36.3964 14.4376 -0.31
C -28.5530 -37.4701 14.5413 -0.33
C -27.9831 -38.7844 14.5950 -0.80
C -26.6980 -39.0355 14.3535 -0.93
C -25.8399 -37.9295 14.2995 0.08
H -28.0391 -35.4278 14.5023 0.54
H -29.7499 -37.2027 14.5644 0.20
H -28.4807 -39.5199 14.5468 0.68
H -26.3480 -39.8749 14.1935 0.75
H -24.6510 -38.0904 14.2540 0.24
C -20.2143 -44.0686 10.1893 -0.88
C -19.7420 -42.7401 10.7576 -0.95
C -19.5072 -41.7782 9.7748 -0.41
S -20.6599 -42.1097 8.4213 1.12
O -19.9967 -42.3502 7.1429 -0.69
O -21.7229 -41.1444 8.4773 -0.54
C -21.1897 -43.6534 9.1116 -0.62
H -20.5940 -44.6462 10.8959 0.50
H -19.4416 -44.7425 9.7854 0.29
H -19.1738 -42.9242 11.5121 0.69
H -20.6004 -42.4390 11.4760 0.25
H -18.4485 -41.9269 9.0318 0.25
H -19.5983 -40.8063 10.1654 0.34
H -21.0744 -44.3922 8.2667 0.30
H -22.2230 -43.5221 9.5491 0.30
C -24.0909 -37.4203 4.5154 -0.79
C -24.2495 -37.9220 6.0123 0.96
C -24.3400 -39.2604 5.9686 -1.34
S -25.5227 -39.5777 4.6406 1.11
O -26.8403 -39.5337 5.1211 -0.63
O -24.9934 -40.8206 4.0682 -0.69
C -25.1211 -38.1163 3.7292 -0.70
H -23.1510 -37.7128 4.1166 0.23
H -23.9236 -36.2614 4.2266 0.33
H -24.9889 -37.4881 6.7574 0.09
H -23.3100 -37.5751 6.5249 -0.65
H -24.5574 -39.5243 6.9013 0.98
H -23.4688 -39.7587 5.5513 0.29
H -26.1247 -37.5271 3.6012 0.26
H -24.8692 -38.3621 2.7357 0.54
C -19.6535 -38.7166 5.9140 0.29
C -18.4443 -39.5264 5.6532 -0.82
C -17.4444 -39.1168 6.4975 -0.77
S -17.5625 -37.4850 6.9021 1.27
O -16.6355 -36.8194 6.1416 -0.74
O -17.4942 -37.4940 8.3394 -0.68
C -19.1236 -37.2403 6.2073 0.48
H -20.1390 -39.1554 6.8250 -0.45
H -20.4239 -38.7281 5.0662 0.23
H -18.2347 -39.2341 4.4638 0.21
H -18.3920 -40.5388 5.5281 0.56
H -16.5336 -39.3012 5.9856 0.38
H -17.4589 -39.5346 7.4488 0.31
H -19.0257 -36.3602 5.3147 0.23
H -19.8646 -36.8649 6.8900 -0.47

=====

92
Properties=species:S:1:pos:R:3:mulliken_charge:R:1 method="wB97M-V/def2-TZVPD" gap_ev=7.060 e_tot_ev=-74050.997 lumo_energy_ev=-0.079
Pd 0.0461 -0.0826 -0.4953 1.18
C -2.7224 -3.2106 -0.8936 -0.96
C -3.4918 -1.9874 -0.4755 0.94
C -4.8489 -2.1296 -0.0713 -1.06
C -5.5121 -1.0313 0.3683 -0.92
C -4.8537 0.2221 0.4185 1.12
C -5.5011 1.3779 0.9226 -0.82
C -4.8227 2.5568 0.9764 -0.91
C -3.4848 2.6235 0.5268 -0.50
C -2.8211 1.5354 0.0172 1.16
S -1.2055 1.7984 -0.6574 -0.50
C -3.5207 0.2831 -0.0301 -1.41
N -2.8722 -0.8371 -0.4728 0.31
H -2.6999 -3.9402 -0.0807 0.32
H -1.6993 -2.9435 -1.1439 -0.32
H -3.1883 -3.6974 -1.7539 0.56
H -5.3245 -3.1006 -0.1154 0.47
H -6.5440 -1.0959 0.6939 0.41
H -6.5256 1.2995 1.2653 0.38
H -5.2960 3.4464 1.3705 0.39
H -2.9551 3.5666 0.5749 0.51
C 0.4125 2.6054 -6.6384 -1.29
C 0.8705 2.3872 -5.2364 0.76
C 1.7043 3.1102 -4.4194 -1.66
C 1.7118 2.4144 -3.1849 0.46
N 0.9503 1.3378 -3.2427 0.30
N 0.4482 1.3425 -4.4920 -0.02
C 2.4181 2.7825 -1.9251 -0.20
H 0.9892 3.4057 -7.0971 0.33
H -0.6408 2.8888 -6.6733 0.28
H 0.5410 1.7096 -7.2483 0.33
H 2.2263 4.0183 -4.6698 0.42
H -0.1901 0.6155 -4.7608 0.03
H 3.4960 2.6250 -2.0037 0.36
H 2.0455 2.1722 -1.1043 -0.55
H 2.2491 3.8318 -1.6779 0.39
C 3.4308 0.3918 0.6929 -1.53
C 2.6091 -0.3091 1.7876 2.83
C 3.3235 -0.0661 3.1280 -2.33
C 2.7265 -1.8108 1.5078 -1.76
Si 0.7475 0.2594 1.7579 0.38
C -0.3725 -0.9653 2.7629 3.50
C -0.6431 -2.2600 1.9866 -2.16
C 0.2218 -1.3981 4.1144 -1.81
C -1.7465 -0.3320 3.0267 -2.55
C 0.6584 2.0345 2.5749 2.89
C 0.9369 1.9322 4.0904 -2.17
C 1.7061 2.9812 1.9671 -2.22
C -0.6695 2.7986 2.4625 -2.12
H 4.4649 0.0281 0.7460 0.58
H 3.4622 1.4732 0.7961 0.26
H 3.0540 0.1589 -0.2989 -0.20
H 4.3269 -0.5040 3.0635 0.59
H 2.8223 -0.5336 3.9754 0.35
H 3.4532 0.9895 3.3572 0.40
H 3.7860 -2.0746 1.4053 0.60
H 2.2308 -2.0748 0.5791 -0.24
H 2.3138 -2.4287 2.3056 0.36
H 0.2600 -2.8544 1.8638 0.32
H -1.0706 -2.0643 1.0044 -0.15
H -1.3600 -2.8685 2.5528 0.60
H 1.1380 -1.9770 3.9981 0.34
H -0.5039 -2.0471 4.6193 0.58
H 0.4345 -0.5701 4.7865 0.30
H -2.2246 0.0022 2.1068 0.48
H -1.7015 0.5148 3.7085 0.35
H -2.3987 -1.0836 3.4877 0.64
H 1.8342 1.3777 4.3535 0.31
H 0.1001 1.4895 4.6280 0.38
H 1.0614 2.9503 4.4764 0.58
H 2.7340 2.6758 2.1482 0.41
H 1.5800 3.9707 2.4207 0.59
H 1.5665 3.0961 0.8898 0.26
H -1.5406 2.2250 2.7720 0.44
H -0.8483 3.1441 1.4496 0.28
H -0.6027 3.6767 3.1167 0.56
C 1.0030 -4.2176 -0.6621 -0.37
O 0.9499 -3.4121 -1.8355 -0.36
P 1.1028 -1.7980 -1.8520 -0.50
O 2.6636 -1.5269 -2.0413 -0.27
C 3.4253 -2.1310 -3.0958 -0.88
O 0.5870 -1.6392 -3.3681 -0.32
C -0.8168 -1.7309 -3.6171 -1.01
H 0.6221 -5.1982 -0.9399 0.30
H 0.3787 -3.8029 0.1264 -0.01
H 2.0279 -4.3159 -0.3035 0.29
H 4.3998 -2.3835 -2.6836 0.24
H 3.5383 -1.4085 -3.9021 0.25
H 2.9388 -3.0294 -3.4728 0.34
H -0.9710 -1.4446 -4.6561 0.42
H -1.3750 -1.0549 -2.9633 0.39
H -1.1635 -2.7547 -3.4751 0.28

=====

106
Properties=species:S:1:pos:R:3:mulliken_charge:R:1 method="wB97M-V/def2-TZVPD" e_above_lowest_kj_mol=235.0 gap_ev=10.307 smiles="O=C1OCCO1.O=C1OCCO1.O=C1OCCO1.O=C1OCCO1.O=C1OCCO1.O=C1OCCO1.O=C1OCCO1.CC(C)O.CC(C)O.CC(C)O" e_tot_ev=-81092.401 lumo_energy_ev=0.457
O 16.3241 -18.6584 4.4772 -0.52
C 16.6949 -18.9013 5.5788 0.76
O 17.2230 -17.9887 6.4007 -0.40
C 17.5680 -18.5125 7.6375 -0.26
C 16.8798 -19.8652 7.5772 0.41
O 16.7659 -20.0778 6.1309 -0.33
H 18.6627 -18.5835 7.7352 0.23
H 17.1540 -17.8795 8.3998 0.26
H 15.9523 -19.9834 8.1063 -0.48
H 17.5186 -20.6559 7.8879 0.41
O 13.6297 -18.0497 10.0887 -0.66
C 13.8192 -17.1385 9.2929 0.70
O 12.8519 -16.4160 8.7492 -0.24
C 13.4332 -15.1882 8.2475 -0.28
C 14.8607 -15.6107 8.0676 -0.02
O 14.9836 -16.6070 9.0567 -0.35
H 12.8667 -14.7848 7.4506 0.21
H 13.3380 -14.4511 9.0397 0.31
H 15.5688 -14.8498 8.3940 0.38
H 15.0264 -15.9672 7.0470 -0.01
O 12.5489 -24.1999 8.0679 -0.60
C 12.7423 -23.0944 8.5068 0.58
O 13.9569 -22.6177 8.8945 -0.51
C 13.8971 -21.1811 8.8372 0.68
C 12.4985 -20.9970 9.2464 0.02
O 11.7951 -22.1806 8.7807 -0.13
H 14.4828 -20.9914 9.7385 0.43
H 14.2262 -20.8097 7.8637 -0.63
H 12.0171 -20.1089 8.8446 -0.32
H 12.4623 -21.0696 10.3264 0.57
O 11.8273 -22.0517 5.9502 -0.33
C 10.9054 -22.2950 5.2400 0.36
O 10.5620 -21.6246 4.1632 -0.04
C 9.4598 -22.2548 3.4286 0.01
C 8.9510 -23.2399 4.4870 -0.31
O 9.9779 -23.2364 5.4756 -0.45
H 8.6834 -21.4667 3.1435 -0.22
H 9.9031 -22.7635 2.5532 0.38
H 8.8756 -24.2403 4.1149 0.38
H 8.0443 -22.9333 5.0465 0.15
O 6.8659 -19.6186 7.3014 -0.60
C 7.5049 -20.4670 7.8922 0.74
O 7.8143 -20.4610 9.2267 -0.41
C 8.6054 -21.6685 9.5710 -0.11
C 8.6030 -22.5037 8.3373 0.12
O 8.0076 -21.6297 7.3220 -0.27
H 9.5908 -21.3393 9.8190 -0.01
H 8.2313 -22.1573 10.4472 0.29
H 7.9456 -23.3778 8.3444 0.30
H 9.6123 -22.7194 7.9591 -0.11
O 12.5889 -22.5383 1.7676 -0.62
C 13.6286 -21.9433 1.9864 0.71
O 14.4613 -22.3768 2.8988 -0.40
C 15.4163 -21.2456 3.2973 0.31
C 15.1748 -20.2910 2.0773 0.16
O 13.9770 -20.7936 1.4253 -0.37
H 15.0304 -20.9940 4.3062 -0.28
H 16.4194 -21.6985 3.3877 0.33
H 16.0074 -20.3158 1.3522 0.32
H 14.9469 -19.2471 2.3877 -0.13
O 13.2348 -19.1040 6.2714 -0.48
C 12.3540 -19.0160 5.4336 -0.12
O 12.4582 -19.2516 4.1165 0.17
C 11.2819 -18.7771 3.4551 -0.88
C 10.2673 -18.5785 4.6134 0.24
O 11.0635 -18.9373 5.7410 0.12
H 11.3473 -17.8103 2.9269 0.30
H 10.9913 -19.6210 2.7615 0.23
H 9.3994 -19.2484 4.6200 -0.40
H 10.1089 -17.5123 4.6391 0.68
C 14.6715 -15.4165 2.5088 -1.53
C 14.0355 -15.4166 3.8838 0.91
C 12.8569 -14.5115 4.0155 -1.36
O 13.5680 -16.7588 4.2436 0.13
H 14.9492 -14.3701 2.2976 0.39
H 13.9688 -15.7826 1.7509 0.32
H 15.5240 -16.0761 2.4100 0.37
H 14.8577 -15.1219 4.7024 0.07
H 13.1680 -13.5533 4.3947 0.41
H 12.3023 -14.8795 4.8316 0.22
H 12.2000 -14.5061 3.1699 0.37
H 14.3363 -17.4093 4.0154 -0.20
C 5.1897 -18.8965 4.1515 -1.41
C 6.2890 -19.5976 3.3951 0.57
C 6.9094 -18.5716 2.4776 -1.14
O 7.3650 -20.1361 4.1656 -0.04
H 4.4545 -18.4078 3.4921 0.42
H 5.5531 -18.0653 4.7698 0.26
H 4.7480 -19.6497 4.8415 0.34
H 5.8577 -20.4791 2.7989 0.16
H 6.1970 -18.2227 1.6603 0.41
H 7.8740 -19.0667 2.0882 0.20
H 7.2334 -17.6999 3.0503 0.26
H 7.1374 -20.0125 5.1003 -0.07
C 9.5876 -17.0404 8.6248 -0.68
C 9.5037 -16.5822 7.1894 2.09
C 8.3358 -15.6746 6.8380 -1.57
O 10.6633 -16.0256 6.6165 -0.41
H 8.6295 -17.5601 8.9112 0.36
H 9.7566 -16.1132 9.2613 0.34
H 10.4394 -17.7321 8.6806 -0.26
H 9.3234 -17.5415 6.6600 -0.86
H 7.3184 -16.1718 6.9078 0.25
H 8.4494 -15.3971 5.7790 0.41
H 8.3161 -14.8493 7.5599 0.37
H 11.3857 -16.6108 6.9213 -0.07